# H10O5

A cluster of 5 separate species, H10O5 in total (ωB97M-V/def2-TZVPD, the Open Molecules 2025 dataset).

The geometry in XYZ format:
```
15
Properties=species:S:1:pos:R:3:forces:R:3
O -2.436 0.004 2.557 0.2383 0.0324 -0.2024
H -3.055 0.732 2.617 -0.1397 0.2152 -0.0254
H -2.732 -0.618 3.222 -0.0098 -0.2234 0.1423
O 0.039 -0.251 0.100 0.4342 -0.1527 -0.0415
H -0.566 -0.014 0.803 -0.2739 -0.0049 0.3651
H -0.275 0.237 -0.661 -0.1711 0.1256 -0.3536
O -1.388 2.057 -2.507 0.0584 -0.2112 0.2344
H -1.328 2.967 -2.216 0.0124 0.2351 0.1095
H -1.511 2.116 -3.454 -0.0216 -0.0722 -0.2606
O 3.155 0.995 -0.968 0.3064 0.0402 -0.1096
H 2.525 0.331 -0.686 -0.2615 -0.2275 0.1697
H 2.636 1.794 -1.059 -0.1138 0.1710 -0.0051
O 1.744 -3.679 0.449 0.0862 -0.2002 -0.1391
H 1.790 -3.886 1.383 0.0333 -0.0760 0.2062
H 1.403 -2.786 0.417 -0.1778 0.3487 -0.0897
```
Forces are in eV/Å.

Kohn-Sham gap: 11.5 eV
ΔE to the lowest compared entry with this formula, charge and spin: 106.5 kJ/mol
HOMO energy: -11.11 eV
M: 90.1 g mol⁻¹
Lowest unoccupied orbital energy: 0.40 eV
SMILES: O.O.O.O.O
Net charge: 0